Here is an isolated molecule of C19H15F2NO2 from OMol25. Energies are from ωB97M-V/def2-TZVPD.

```
39
Properties=species:S:1:pos:R:3:forces:R:3
F -1.35456 2.78380 3.28241 0.0906 -0.0333 -0.0201
F 2.29874 0.27857 1.66869 -0.0449 0.0414 0.1100
O 0.32256 3.54160 1.05896 -0.0732 0.3280 0.0716
O -1.12188 2.05010 -3.30807 0.1267 0.1145 -0.3623
N 0.39997 1.53256 0.01927 -0.1130 -0.2360 -0.3152
C -0.75637 -2.82759 -1.86828 0.1357 0.1809 -0.2047
C 0.28209 2.04075 -1.32236 -0.2920 0.2974 -0.2327
C 1.58473 -0.00410 3.88383 0.1159 -0.0419 -0.1421
C -0.27023 1.27844 4.70537 -0.1260 0.1854 -0.0866
C -0.65477 -4.23313 -1.82101 0.0750 -0.2095 -0.0827
C 1.44784 0.62098 2.65851 -0.1897 0.0162 0.2179
C -0.16725 -0.71635 -2.93569 -0.1811 0.2219 0.2033
C 0.71902 0.33340 4.90984 0.0115 0.0721 -0.2053
C 0.69312 -2.84917 -3.82745 0.0884 -0.2141 -0.0974
C 0.38659 2.33533 1.10563 0.1076 -0.3974 0.1199
C 0.09274 -4.90937 -2.74395 -0.1812 -0.0759 0.2583
C 0.77227 -4.21150 -3.75490 0.1085 0.2365 -0.1770
C -1.51832 -2.09411 -0.93498 -0.0455 0.1108 0.0948
C -1.59848 -0.73309 -1.01143 -0.0440 -0.1958 0.0440
C -0.07056 -2.12197 -2.89066 -0.1241 -0.1332 0.2124
C -0.91889 -0.02322 -2.02250 -0.0221 0.0505 -0.2586
C -0.37430 1.89276 3.46915 0.1360 -0.2534 0.0895
C 0.47615 1.58494 2.40964 0.0667 0.1430 0.0787
C -0.98140 1.49007 -2.02900 0.3330 -0.0421 0.4483
H 0.81551 -0.14456 5.87172 0.0039 -0.0470 0.0853
H -2.04378 -2.63011 -0.15743 -0.0633 -0.0414 0.0761
H 1.35840 -4.76221 -4.47582 0.0515 -0.0099 -0.0687
H -1.86690 1.82245 -1.47719 0.1427 -0.0909 0.0276
H -1.18062 -4.76513 -1.04100 -0.0424 -0.0653 0.0657
H 0.22328 3.12952 -1.25660 0.0373 -0.1520 -0.0733
H 0.45672 0.53128 0.12346 0.0371 0.1033 0.1928
H 1.21446 -2.30937 -4.60531 0.0518 0.0393 -0.0756
H 2.36266 -0.73812 4.01859 0.0886 -0.0628 -0.0126
H -2.19219 -0.18097 -0.29654 -0.0754 0.0336 0.0731
H 1.16971 1.75990 -1.90348 -0.0848 0.0569 -0.0461
H 0.37015 -0.19987 -3.72043 0.0524 0.0596 -0.0957
H -0.36088 1.80679 -3.84734 -0.0536 0.0470 0.0040
H -0.95931 1.55191 5.48803 -0.0881 0.0414 0.0509
H 0.16647 -5.98613 -2.70304 -0.0164 -0.0777 0.0325
```
Positions in Å, forces in eV/Å.

**Net charge**: 0
**LUMO level**: 0.33 eV
**Frontier orbital gap**: 0.32588 hartree

Atom charges from the natural (NBO) analysis, given in e for atoms 1 to 4: atom 1 (F): -0.302, atom 2 (F): -0.321, atom 3 (O): -0.590, atom 4 (O): -0.691



Here is a 3-piece molecular cluster, C3H14N2O2 overall at a distorted geometry from OMol25. Energies are from ωB97M-V/def2-TZVPD.

```
21
Properties=species:S:1:pos:R:3:forces:R:3
O 1.56493 -1.99956 -1.99667 -0.1102 -0.1879 0.7992
O 3.57101 0.17671 0.71531 0.1315 0.0377 -0.2029
N 0.90793 -0.37252 1.57331 -0.8900 -0.1062 -0.3404
N -2.46243 1.79911 -1.16023 -0.6227 -1.8248 -1.6169
C -0.41021 -0.64133 0.98059 0.1148 -0.4884 -0.7031
C -0.84325 0.60255 0.21702 0.6005 0.1258 -0.3143
C -2.18654 0.50823 -0.51932 0.1839 1.2853 0.2134
H 3.69927 0.82281 1.41112 0.2465 0.1310 0.1062
H -3.00972 0.11860 0.07084 -0.2165 0.2735 -0.1081
H 1.09570 -1.05122 2.30796 0.0983 0.3723 -0.0181
H -2.03785 -0.06518 -1.46060 0.0179 -0.5013 0.2685
H -3.40779 2.02184 -1.49302 -0.2214 0.2378 0.9428
H 2.63193 -0.04134 0.77540 -0.1377 -0.1775 -0.0060
H -1.86000 1.96606 -1.97784 0.6109 0.5955 0.7607
H 0.86487 0.56822 1.94930 0.3076 -0.1820 0.5297
H 1.92676 -2.36914 -1.17652 -0.3107 0.0802 -0.1028
H -0.32740 -1.46190 0.25774 0.1021 -0.0076 0.1487
H -0.79321 1.45382 0.89916 -0.5718 0.1075 -0.0189
H -1.16064 -0.94960 1.71078 -0.1413 0.1977 0.1206
H 2.36177 -1.91897 -2.51263 0.3636 0.2001 -0.6180
H -0.12512 0.83282 -0.57169 0.4445 -0.1687 0.1596
```
Positions in Å, forces in eV/Å.

**Spin multiplicity**: 2
**Net charge**: +1
**<S²>**: 0.754
**LUMO level (spin up / spin down)**: -3.78 / -8.92 eV
**Frontier orbital gap (spin up / spin down)**: 0.34971 / 0.16039 hartree

Atom charges from the natural (NBO) analysis, given in e for atoms 1 to 4: atom 1 (O): -0.950, atom 2 (O): -0.959, atom 3 (N): -0.838, atom 4 (N): -0.252